Record 1
Density functional theory data (ωB97M-V with the def2-TZVPD basis set) for C60H49GeMnN2OP2 as an isolated structure in a non-equilibrium geometry.

CARTESIAN COORDINATES (ANGSTROEM)
1 Mn 0.002 -0.371 0.083
2 C 5.099 -1.976 -3.635
3 C 5.383 -0.970 -2.712
4 C 4.608 -0.759 -1.576
5 C 3.518 -1.567 -1.351
6 C 3.131 -2.501 -2.329
7 C 3.956 -2.725 -3.410
8 P 2.320 -1.369 0.049
9 C 2.963 -1.476 1.751
10 C 4.059 -0.692 2.163
11 C 4.497 -0.723 3.461
12 C 3.880 -1.539 4.364
13 C 2.779 -2.345 4.011
14 C 2.302 -2.300 2.692
15 C 1.211 -2.772 -0.090
16 C 1.456 -4.134 -0.046
17 C 0.566 -4.937 -0.748
18 C -0.541 -4.411 -1.444
19 C -0.819 -3.049 -1.484
20 C 0.061 -2.222 -0.714
21 H 5.711 -2.170 -4.486
22 H 6.323 -0.355 -2.763
23 H 4.943 -0.003 -0.829
24 H 2.273 -3.142 -2.228
25 H 3.669 -3.643 -4.009
26 H 4.609 -0.112 1.436
27 H 5.333 -0.104 3.765
28 H 4.187 -1.590 5.402
29 H 2.313 -2.989 4.733
30 H 1.479 -2.949 2.474
31 H 2.362 -4.583 0.474
32 H 0.699 -6.026 -0.802
33 H -1.237 -5.115 -1.878
34 H -1.719 -2.600 -1.913
35 C 0.946 -0.204 -5.774
36 C 2.090 -0.146 -5.007
37 C 2.087 0.286 -3.670
38 C 0.887 0.753 -3.120
39 C -0.286 0.622 -3.891
40 C -0.270 0.054 -5.142
41 P 0.744 1.324 -1.335
42 C 2.338 2.236 -1.042
43 C 2.865 3.123 -2.028
44 C 4.069 3.766 -1.913
45 C 4.811 3.518 -0.760
46 C 4.366 2.693 0.232
47 C 3.119 2.106 0.123
48 C -0.536 2.597 -1.311
49 C -0.279 3.878 -1.071
50 C -1.316 4.895 -1.147
51 C -2.536 4.593 -1.641
52 C -2.835 3.197 -1.905
53 C -4.149 2.820 -2.240
54 C -4.475 1.478 -2.404
55 C -3.622 0.506 -1.929
56 C -2.347 0.855 -1.524
57 C -1.900 2.228 -1.610
58 H 1.023 -0.502 -6.790
59 H 3.069 -0.318 -5.460
60 H 3.030 0.337 -3.120
61 H -1.235 0.836 -3.447
62 H -1.254 -0.009 -5.620
63 H 2.303 3.275 -2.921
64 H 4.516 4.424 -2.645
65 H 5.774 3.992 -0.603
66 H 5.019 2.559 1.076
67 H 2.738 1.507 0.963
68 H 0.712 4.228 -0.860
69 H -1.117 5.903 -0.778
70 H -3.338 5.290 -1.705
71 H -4.898 3.577 -2.332
72 H -5.410 1.136 -2.807
73 H -3.953 -0.480 -1.837
74 N 1.485 1.408 3.574
75 C 0.784 1.616 2.458
76 N 0.297 2.841 2.217
77 O 0.579 0.631 1.715
78 H 1.698 2.141 4.211
79 H 1.809 0.463 3.734
80 H 0.719 3.644 2.657
81 H -0.061 2.980 1.309
82 C -1.480 0.027 -0.626
83 Ge -2.462 -0.481 1.315
84 C -1.452 -1.658 2.505
85 C -0.653 -1.287 3.604
86 C -0.223 -2.237 4.504
87 C -0.529 -3.591 4.314
88 C -1.345 -3.976 3.259
89 C -1.802 -2.990 2.363
90 C -4.072 -1.285 0.628
91 C -5.210 -0.562 0.779
92 C -6.412 -0.925 0.150
93 C -6.383 -2.000 -0.743
94 C -5.223 -2.772 -0.843
95 C -4.078 -2.428 -0.189
96 C -2.878 1.240 2.053
97 C -2.503 1.546 3.347
98 C -2.817 2.740 3.929
99 C -3.399 3.730 3.154
100 C -3.786 3.493 1.868
101 C -3.547 2.215 1.292
102 H -0.435 -0.252 3.795
103 H 0.214 -1.890 5.459
104 H -0.189 -4.332 5.055
105 H -1.669 -5.003 3.106
106 H -2.432 -3.299 1.578
107 H -5.343 0.150 1.591
108 H -7.318 -0.380 0.318
109 H -7.243 -2.318 -1.250
110 H -5.249 -3.665 -1.461
111 H -3.116 -2.941 -0.312
112 H -2.111 0.782 4.041
113 H -2.553 2.878 4.961
114 H -3.589 4.707 3.604
115 H -4.268 4.330 1.288
116 H -3.878 1.994 0.279

net charge: +2
DFT total energy: -174441.0693 eV
M: 1003.6 g mol⁻¹
maximum force: 2.86 eV/Å
orbital gap (spin up / spin down): 0.27333 / 0.27396 Eh

Here are the Mulliken charges for atoms 1 to 6, given in e: number 1, Mn, carries -1.332; number 2, C, carries -1.002; number 3, C, carries -0.440; number 4, C, carries -0.637; number 5, C, carries 1.539; number 6, C, carries -0.304

Record 2
Density functional theory data (ωB97M-V with the def2-TZVPD basis set) for C60H49N8SSeZr as an isolated structure.

CARTESIAN COORDINATES (ANGSTROEM)
1 Zr 0.006 -0.206 -0.046
2 C 0.758 1.753 -7.654
3 C 0.269 0.483 -7.384
4 C 0.153 0.044 -6.074
5 C 0.539 0.868 -5.020
6 C 1.042 2.137 -5.299
7 C 1.141 2.579 -6.609
8 C 0.386 0.416 -3.611
9 C 1.539 0.209 -2.863
10 C 2.867 0.359 -3.372
11 C 3.722 0.017 -2.377
12 C 2.923 -0.391 -1.257
13 C 3.390 -1.166 -0.168
14 C 4.747 -0.995 0.389
15 C 5.539 0.106 0.021
16 C 6.782 0.327 0.586
17 C 7.269 -0.523 1.567
18 C 6.471 -1.566 2.006
19 C 5.225 -1.785 1.445
20 C 2.528 -2.203 0.278
21 N 1.162 -2.108 0.339
22 C 0.716 -3.323 0.823
23 C -0.572 -3.607 1.277
24 C -0.810 -4.895 1.975
25 C -0.053 -5.255 3.090
26 C -0.287 -6.455 3.744
27 C -1.271 -7.319 3.287
28 C -2.023 -6.973 2.173
29 C -1.798 -5.770 1.524
30 C -1.654 -2.734 1.123
31 C -2.966 -2.918 1.672
32 C -3.744 -1.915 1.193
33 C -2.921 -1.136 0.319
34 N -1.632 -1.611 0.340
35 C -3.404 -0.268 -0.658
36 C -2.624 0.069 -1.764
37 C -3.137 0.575 -3.000
38 C -2.088 0.668 -3.854
39 C -0.917 0.272 -3.122
40 N -1.264 -0.115 -1.858
41 C -4.824 0.164 -0.583
42 C -5.815 -0.434 -1.356
43 C -7.131 -0.007 -1.260
44 C -7.472 1.027 -0.401
45 C -6.491 1.621 0.380
46 C -5.178 1.184 0.297
47 C 1.818 -4.232 0.920
48 C 2.939 -3.534 0.609
49 N 1.593 -0.245 -1.562
50 H 0.839 2.097 -8.677
51 H -0.025 -0.168 -8.197
52 H -0.228 -0.947 -5.861
53 H 1.339 2.783 -4.481
54 H 1.517 3.574 -6.813
55 H 3.119 0.652 -4.377
56 H 4.792 -0.063 -2.452
57 H 5.173 0.817 -0.705
58 H 7.366 1.180 0.267
59 H 8.246 -0.359 2.000
60 H 6.811 -2.209 2.807
61 H 4.616 -2.572 1.859
62 H 0.714 -4.583 3.453
63 H 0.307 -6.721 4.609
64 H -1.453 -8.257 3.794
65 H -2.785 -7.646 1.802
66 H -2.374 -5.512 0.645
67 H -3.252 -3.708 2.345
68 H -4.790 -1.737 1.380
69 H -4.171 0.806 -3.196
70 H -2.088 1.002 -4.877
71 H -5.553 -1.244 -2.025
72 H -7.896 -0.485 -1.859
73 H -8.497 1.366 -0.336
74 H -6.749 2.430 1.052
75 H -4.414 1.650 0.906
76 H 1.745 -5.278 1.159
77 H 3.933 -3.934 0.504
78 C 0.644 2.358 -0.400
79 C -0.149 2.050 0.760
80 C -1.504 2.241 0.383
81 C -1.545 2.666 -0.940
82 C -0.232 2.733 -1.424
83 H 1.714 2.505 -0.431
84 H 0.177 2.121 1.783
85 H -2.337 2.178 1.062
86 H -2.435 2.919 -1.496
87 H 0.057 3.071 -2.408
88 C -4.702 2.684 6.144
89 C -3.999 1.344 5.979
90 N -3.288 1.289 4.703
91 C -2.089 0.740 4.437
92 S -1.802 0.112 2.896
93 N -1.135 0.698 5.380
94 C -0.951 1.620 6.498
95 C 0.497 2.090 6.539
96 H -5.273 2.698 7.072
97 H -5.389 2.859 5.315
98 H -3.980 3.501 6.170
99 H -4.739 0.538 6.001
100 H -3.302 1.172 6.794
101 H -3.888 1.301 3.893
102 H -0.304 0.203 5.094
103 H -1.200 1.125 7.441
104 H -1.613 2.475 6.359
105 H 1.171 1.247 6.706
106 H 0.632 2.807 7.347
107 H 0.767 2.574 5.600
108 Se 2.626 1.049 1.707
109 N 1.302 -0.072 2.037
110 C 1.584 -0.691 3.193
111 C 0.806 -1.696 3.818
112 C 1.230 -2.199 5.015
113 C 2.423 -1.752 5.642
114 C 3.203 -0.792 5.069
115 C 2.801 -0.242 3.828
116 N 3.476 0.700 3.169
117 H -0.102 -2.040 3.349
118 H 0.638 -2.964 5.503
119 H 2.712 -2.184 6.591
120 H 4.120 -0.445 5.524

net charge: +1
DFT total energy: -152395.6813 eV
relative energy (zero: lowest compared OMol25 entry of this formula, charge and spin): 125.83 kJ/mol
M: 1084.4 g mol⁻¹
maximum force: 0.92 eV/Å
orbital gap: 0.19294 Eh

Here are the Mulliken charges for atoms 1 to 6, given in e: number 1, Zr, carries -0.564; number 2, C, carries -0.419; number 3, C, carries -0.891; number 4, C, carries 0.084; number 5, C, carries -0.159; number 6, C, carries 0.044